1.
{"formula": "C23H39O2ScSi", "method": "the ωB97M-V functional and the def2-TZVPD basis", "multiplicity": 1, "fmax_ev_per_a": 1.8, "lumo_ev": 0.46, "relative_energy_kcal_mol": 0.0, "homo_lumo_gap_ev": 8.0, "elements": ["H", "H", "H", "C", "C", "H", "H", "C", "H", "H", "C", "H", "H", "C", "C", "C", "C", "C", "H", "H", "O", "H", "H", "H", "H", "C", "C", "H", "C", "H", "Sc", "H", "H", "H", "C", "H", "H", "C", "H", "C", "H", "H", "C", "H", "H", "C", "O", "C", "H", "H", "C", "H", "H", "H", "C", "H", "H", "C", "H", "Si", "H", "H", "C", "H", "C", "H"], "positions_angstrom": [[-2.257475, -7.105199, -2.637833], [-0.982478, 2.507187, 1.792029], [-3.067246, 2.910614, 1.217941], [0.358989, -3.767266, -1.920611], [1.658698, 1.455591, -0.763124], [-0.249723, 3.626193, -1.972332], [-4.295962, 2.546322, -2.858301], [0.550452, 0.905043, 2.093478], [-3.130414, -7.199544, -1.071264], [-2.101657, -4.467998, 0.374401], [2.298301, 0.312247, -0.190894], [0.508310, 1.687428, -2.684029], [-2.744800, -2.222218, -1.559571], [-1.814255, -3.987548, -0.563027], [-0.367160, -3.479846, -0.621768], [-0.954487, -0.845477, 2.115106], [0.478591, -3.712805, 0.613471], [-2.242615, -2.523001, -0.639120], [-1.921785, 0.516429, -2.309435], [-0.314080, 3.609794, -0.196390], [-3.770625, -5.691979, -2.338334], [-0.078148, -3.495459, 1.527279], [-2.753287, -2.137421, 0.247650], [1.748251, 2.479949, -0.402671], [2.979567, 0.313540, 0.658679], [-5.539946, -7.275772, -2.946462], [-3.376642, 3.142813, -2.787177], [1.243416, -1.200248, 2.456469], [-5.058487, -5.808222, -3.003726], [0.552942, -4.836310, -2.062643], [-0.297373, -0.036132, -0.151980], [-1.391585, -1.819246, 2.342898], [-4.396817, -8.896186, -2.030418], [-2.950710, 0.284761, -0.905039], [-0.909291, 3.771789, -1.107892], [1.322807, -3.252307, -1.912607], [-4.482926, 2.526362, 0.213635], [-3.549427, 3.102325, 0.248754], [2.391106, -1.820616, -0.849078], [1.190919, -0.371907, -2.101294], [-2.763579, 0.447433, 1.793928], [-3.810610, 4.170159, 0.207923], [-2.051845, 0.844700, -1.250788], [1.359728, -3.061171, 0.592105], [-4.917808, -5.534773, -4.071788], [-1.681294, 0.361119, 1.883630], [-0.840097, -2.052470, -0.654354], [-3.249450, -7.032830, -2.157032], [-2.767852, 2.942297, -3.679910], [-3.877330, -8.467533, -3.691607], [0.433992, -0.510527, 2.221276], [-6.042642, -7.578679, -3.868462], [1.454555, 1.491408, 2.261311], [-0.212203, -3.395911, -2.773764], [1.984079, -0.821850, -0.989882], [-3.653840, 4.207063, -2.789726], [-6.212981, -7.423642, -2.087966], [1.013029, 1.037112, -1.969331], [0.838806, -4.746185, 0.663023], [-2.442184, 2.677797, -1.217052], [-2.141965, -4.575391, -1.416430], [-1.228500, 4.825792, -1.106762], [-0.743020, 1.446741, 1.858502], [0.874445, -0.978849, -2.951054], [-4.240788, -8.076319, -2.734442], [-5.776883, -5.108405, -2.539804]], "atomic_forces_ev_per_a": [[-0.4, 0.1, 0.2], [0.1, -0.4, -0.2], [-0.2, 0.0, -0.3], [0.3, 0.1, 0.0], [0.4, -0.7, -0.4], [-0.1, 0.1, 0.2], [0.2, 0.1, 0.0], [-0.7, -0.3, 0.4], [0.1, 0.1, -0.4], [0.2, -0.1, -0.1], [-0.3, 0.0, -0.9], [0.1, -0.3, 0.4], [0.0, 0.1, 0.2], [-0.1, 0.3, 0.0], [0.2, 0.1, 0.0], [0.0, 0.8, 0.4], [0.2, 0.1, 0.0], [0.2, 0.2, 0.1], [0.0, 0.3, 0.4], [-0.2, 0.0, -0.3], [-1.1, -1.4, -0.4], [0.0, 0.0, -0.1], [0.0, 0.1, -0.2], [-0.2, -0.4, -0.1], [-0.5, 0.0, -0.1], [0.3, 0.3, 0.7], [0.0, 0.3, 0.0], [-0.2, 0.2, -0.2], [0.1, 0.2, -0.7], [-0.2, 0.1, 0.2], [0.9, 0.7, 0.4], [0.1, 0.3, -0.4], [0.1, 0.0, -0.2], [0.2, 0.3, 0.0], [0.0, 0.3, 0.0], [-0.1, -0.1, -0.1], [0.1, 0.1, 0.0], [0.0, 0.1, 0.1], [-0.2, 0.3, 0.0], [0.5, 0.5, 0.1], [0.4, 0.0, -0.1], [0.0, -0.2, 0.1], [-0.2, -0.3, -0.3], [-0.2, -0.1, 0.0], [-0.1, 0.1, 0.6], [0.4, -0.2, 0.3], [-0.8, -1.1, 0.0], [0.2, -0.1, 0.4], [-0.1, 0.0, 0.2], [0.0, 0.0, 0.3], [-0.6, 0.5, 0.2], [-0.1, 0.2, 0.2], [-0.3, -0.3, -0.4], [-0.1, -0.1, 0.1], [0.0, 0.9, -0.3], [0.0, -0.2, -0.1], [0.1, 0.0, -0.4], [0.3, -0.5, 0.2], [-0.2, 0.1, -0.1], [0.1, -0.8, 0.0], [0.1, 0.0, 0.2], [0.1, -0.2, 0.0], [0.1, -0.8, 0.4], [0.0, 0.2, 0.4], [0.1, 0.7, -0.1], [0.5, -0.3, -0.2]]}

---

2.
{"formula": "CNO4S", "method": "the ωB97M-V functional and the def2-TZVPD basis", "multiplicity": 1, "charge": -1, "fmax_ev_per_a": 4.3, "lumo_ev": [2.00, 2.87], "relative_energy_kcal_mol": 96.0, "homo_lumo_gap_ev": [6.2, 7.0], "elements": ["S", "N", "O", "C", "O", "O", "O"], "positions_angstrom": [[0.546712, 1.665700, -0.024784], [-1.747951, -0.083124, -0.366599], [-2.138162, -0.757688, 0.574212], [1.828023, -0.314034, 0.312389], [1.491732, -0.580876, 1.406586], [-2.399974, 0.555494, -1.252731], [2.419618, -0.485474, -0.649074]], "atomic_forces_ev_per_a": [[-0.3, 0.0, 0.0], [-1.9, 1.1, -1.1], [0.4, 1.5, -2.1], [-1.6, 0.4, 2.6], [-0.3, -0.1, 1.0], [1.7, -2.5, 3.1], [2.1, -0.5, -3.5]]}